# 1
{
  "formula": "C35H28BF3N2O2RuS2",
  "method": "wB97M-V/def2-TZVPD",
  "fmax_ev_per_a": 0.9,
  "e_homo_ha": [-0.4764, -0.4766],
  "charge": 2,
  "relative_energy_kj_mol": 0.0,
  "gap_ev": [6.537, 4.420],
  "multiplicity": 5,
  "e_tot_ev": -76891.490,
  "elements": ["Ru", "S", "C", "C", "C", "C", "C", "C", "N", "C", "C", "C", "C", "C", "C", "C", "C", "N", "C", "C", "C", "C", "C", "S", "C", "H", "H", "H", "H", "H", "H", "H", "H", "H", "H", "H", "H", "F", "C", "F", "F", "C", "C", "C", "C", "C", "C", "C", "C", "H", "H", "H", "H", "C", "C", "C", "O", "B", "O", "C", "C", "C", "H", "H", "H", "H", "H", "H", "H", "H", "H", "H", "H", "H"],
  "coordinates": [[-0.120849, 0.573760, 0.471559], [4.685638, 0.257576, -3.053637], [6.280878, 0.223764, -3.639891], [7.186954, 0.071815, -2.638145], [6.568637, -0.021044, -1.368155], [5.205552, 0.060767, -1.422961], [4.258231, -0.009226, -0.310893], [2.872927, 0.053601, -0.535478], [1.974718, -0.020679, 0.435483], [2.381770, -0.169376, 1.728438], [3.735036, -0.212100, 2.053231], [4.116292, -0.330201, 3.436756], [3.186834, -0.399921, 4.409551], [1.782957, -0.382794, 4.092610], [0.774433, -0.457764, 5.062035], [-0.565569, -0.459795, 4.716707], [-0.858585, -0.408692, 3.345290], [0.077814, -0.323618, 2.406199], [1.394928, -0.286518, 2.760128], [-1.651047, -0.522664, 5.695147], [-2.991589, -0.347329, 5.480178], [-3.766009, -0.447690, 6.660738], [-2.997526, -0.702979, 7.753235], [-1.348706, -0.821036, 7.360771], [4.662593, -0.129083, 1.006580], [6.470032, 0.318197, -4.697994], [8.253332, 0.023302, -2.803600], [7.128378, -0.150492, -0.450826], [2.484177, 0.167570, -1.540133], [5.171234, -0.362105, 3.680095], [3.482008, -0.480835, 5.448081], [1.063095, -0.511413, 6.106527], [-1.877130, -0.474457, 2.988127], [-3.422599, -0.135599, 4.509245], [-4.838889, -0.333619, 6.701306], [-3.321506, -0.832567, 8.774381], [5.718645, -0.163816, 1.246608], [-1.050659, 9.860651, -0.042653], [0.031456, 9.259370, -0.531755], [0.199266, 9.655983, -1.794923], [1.092263, 9.666872, 0.170775], [-0.082458, 7.748768, -0.464877], [-1.218532, 7.146944, 0.061876], [-1.283053, 5.771311, 0.141417], [-0.202433, 4.997922, -0.323009], [0.936147, 5.620973, -0.874561], [0.990653, 6.993043, -0.936369], [-0.255448, 3.603547, -0.220694], [-0.287276, 2.359787, -0.123342], [-2.040040, 7.756090, 0.410310], [-2.155884, 5.282459, 0.552115], [1.756400, 5.017399, -1.239105], [1.858896, 7.489594, -1.349396], [-4.889020, 0.113637, 0.701537], [-3.918159, -0.671143, -0.157013], [-4.169706, -2.156282, -0.053790], [-2.556067, -0.399783, 0.416048], [-1.977714, 0.477702, -0.442134], [-2.618267, 0.800021, -1.559102], [-3.782474, -0.127766, -1.634393], [-4.970086, 0.670545, -2.118676], [-3.394471, -1.190158, -2.644556], [-4.837519, -0.253708, 1.727029], [-5.910397, -0.020912, 0.346126], [-4.657390, 1.179889, 0.699593], [-4.288826, -2.439280, 0.991896], [-3.356217, -2.738967, -0.481234], [-5.092359, -2.411559, -0.578392], [-5.171740, 1.530888, -1.483467], [-5.859592, 0.038698, -2.153236], [-4.769753, 1.027906, -3.128359], [-2.528575, -1.766720, -2.315406], [-3.142935, -0.703039, -3.585695], [-4.222524, -1.875308, -2.824088]],
  "forces_ev_per_a": [[0.41, 0.74, -0.24], [-0.19, 0.00, -0.07], [0.00, 0.03, -0.12], [0.07, -0.02, 0.11], [0.26, -0.04, 0.15], [-0.16, 0.02, 0.00], [0.10, -0.02, -0.05], [-0.20, -0.01, 0.01], [0.11, 0.03, 0.21], [-0.04, -0.06, -0.22], [0.13, 0.00, 0.08], [0.08, -0.01, -0.07], [-0.06, -0.01, 0.07], [0.11, -0.04, 0.10], [0.04, 0.00, 0.20], [-0.08, -0.07, 0.07], [0.09, -0.14, -0.25], [0.08, 0.21, 0.33], [-0.20, -0.10, -0.10], [0.12, -0.02, 0.02], [-0.22, 0.07, -0.18], [-0.02, 0.02, -0.16], [0.00, -0.02, 0.12], [0.18, -0.04, 0.11], [0.15, -0.01, 0.07], [-0.02, 0.00, 0.03], [-0.04, 0.00, 0.04], [-0.01, 0.00, -0.06], [-0.02, 0.03, 0.00], [-0.03, 0.01, -0.01], [-0.02, 0.00, -0.02], [0.00, 0.01, -0.03], [-0.02, 0.09, -0.03], [0.00, 0.00, 0.08], [0.02, -0.01, -0.03], [0.04, 0.00, -0.03], [-0.04, 0.01, 0.01], [-0.09, 0.04, 0.04], [-0.03, -0.14, 0.00], [0.01, 0.04, -0.13], [0.11, 0.05, 0.08], [0.00, 0.02, 0.01], [-0.03, -0.05, 0.01], [-0.01, 0.06, 0.05], [0.00, -0.17, 0.02], [0.03, 0.03, -0.08], [0.03, -0.02, -0.02], [-0.07, 0.02, -0.11], [-0.13, -0.45, 0.25], [0.00, 0.00, 0.00], [0.02, 0.01, 0.00], [-0.02, 0.01, 0.01], [-0.01, -0.01, 0.01], [0.04, 0.05, 0.03], [-0.07, 0.15, -0.08], [0.00, -0.05, 0.02], [0.02, 0.01, -0.05], [-0.55, -0.27, -0.26], [0.07, 0.09, 0.05], [0.06, -0.05, 0.07], [-0.01, 0.05, -0.04], [0.05, 0.00, 0.00], [-0.01, 0.02, -0.02], [0.01, 0.00, 0.02], [-0.03, -0.02, -0.01], [0.00, -0.01, -0.02], [-0.03, 0.01, -0.01], [0.01, 0.00, 0.03], [-0.01, -0.03, -0.02], [0.02, 0.02, 0.00], [-0.03, -0.01, 0.02], [-0.01, 0.00, -0.01], [-0.02, -0.01, 0.00], [0.03, 0.00, 0.01]]
}

---

# 2
{
  "formula": "C4H7BrCl2OS",
  "method": "wB97M-V/def2-TZVPD",
  "fmax_ev_per_a": 4.7,
  "e_homo_ha": -0.3325,
  "relative_energy_kj_mol": 167.3,
  "gap_ev": 9.403,
  "e_tot_ev": -112229.155,
  "elements": ["C", "C", "C", "C", "O", "S", "Cl", "Cl", "Br", "H", "H", "H", "H", "H", "H", "H"],
  "coordinates": [[-1.449849, -0.159233, -2.002025], [0.972131, 0.019484, 0.540984], [2.244072, -0.332816, 1.259757], [-1.410157, -0.502535, -0.741774], [-0.338439, -2.319901, 0.967098], [0.073542, -1.448995, -0.083925], [3.097776, -1.438134, 0.174849], [-1.346799, 2.783805, -0.011143], [-2.667477, -0.573594, 0.629087], [-0.560484, -0.197548, -2.473677], [-2.442168, 0.154114, -2.430306], [-2.583823, 3.028263, -0.317968], [0.309529, 0.682262, 1.203133], [1.385812, 0.569683, -0.299409], [2.056827, -0.945306, 2.135067], [2.659512, 0.680451, 1.450258]],
  "forces_ev_per_a": [[-4.44, 0.64, 1.34], [-1.26, 0.87, 1.17], [-1.03, -0.01, 0.39], [1.18, -1.50, 1.78], [-0.82, -1.27, 2.51], [1.23, 2.20, -3.66], [1.23, 0.15, -0.14], [-0.49, 0.35, -0.12], [-1.00, 0.41, -0.23], [2.54, -0.22, -2.24], [1.51, -0.02, 0.13], [0.52, -0.13, 0.16], [0.81, -0.92, -0.99], [-0.89, 0.19, -0.62], [0.13, 0.45, 0.40], [0.78, -1.20, 0.11]]
}

---

# 3
{
  "formula": "C5H12O",
  "method": "wB97M-V/def2-TZVPD",
  "fmax_ev_per_a": 0.5,
  "e_homo_ha": [-0.2455, -0.2585],
  "relative_energy_kj_mol": 332.0,
  "gap_ev": [7.649, 7.983],
  "e_tot_ev": -7423.870,
  "elements": ["C", "O", "C", "C", "C", "C", "H", "H", "H", "H", "H", "H", "H", "H", "H", "H", "H", "H"],
  "coordinates": [[-0.988204, 1.590564, -0.616922], [0.131328, 1.084008, -0.116010], [0.763166, 0.025952, -0.490196], [-1.393851, -1.233045, 1.293596], [0.268887, -0.729592, -1.662530], [1.910836, -0.400932, 0.359237], [-1.629603, -0.354176, 0.681466], [-1.291963, 1.309485, -1.616110], [-1.264569, 2.528485, -0.159358], [-2.312962, -1.595222, 1.758760], [-0.965257, -2.026966, 0.674552], [-0.676139, -0.951915, 2.069662], [-0.821922, -0.876102, -1.588509], [0.445644, -0.192238, -2.607782], [0.753856, -1.707527, -1.724918], [2.837560, -0.492188, -0.222359], [2.074861, 0.324900, 1.160021], [1.720666, -1.381676, 0.820543]],
  "forces_ev_per_a": [[-0.20, 0.22, -0.29], [0.12, 0.26, 0.32], [0.18, -0.46, -0.20], [-0.03, -0.02, 0.03], [-0.02, -0.02, -0.01], [0.02, 0.04, 0.03], [0.01, -0.22, 0.14], [0.04, 0.03, 0.10], [0.04, -0.11, -0.09], [0.12, 0.01, -0.02], [-0.09, 0.11, 0.11], [-0.12, -0.06, -0.09], [0.15, 0.02, 0.01], [-0.05, -0.02, 0.09], [-0.04, 0.17, -0.01], [-0.12, 0.02, 0.07], [-0.02, -0.09, -0.12], [0.01, 0.13, -0.08]]
}

---

Copy entry 2 word for word.
{
  "formula": "C4H7BrCl2OS",
  "method": "wB97M-V/def2-TZVPD",
  "fmax_ev_per_a": 4.7,
  "e_homo_ha": -0.3325,
  "relative_energy_kj_mol": 167.3,
  "gap_ev": 9.403,
  "e_tot_ev": -112229.155,
  "elements": ["C", "C", "C", "C", "O", "S", "Cl", "Cl", "Br", "H", "H", "H", "H", "H", "H", "H"],
  "coordinates": [[-1.449849, -0.159233, -2.002025], [0.972131, 0.019484, 0.540984], [2.244072, -0.332816, 1.259757], [-1.410157, -0.502535, -0.741774], [-0.338439, -2.319901, 0.967098], [0.073542, -1.448995, -0.083925], [3.097776, -1.438134, 0.174849], [-1.346799, 2.783805, -0.011143], [-2.667477, -0.573594, 0.629087], [-0.560484, -0.197548, -2.473677], [-2.442168, 0.154114, -2.430306], [-2.583823, 3.028263, -0.317968], [0.309529, 0.682262, 1.203133], [1.385812, 0.569683, -0.299409], [2.056827, -0.945306, 2.135067], [2.659512, 0.680451, 1.450258]],
  "forces_ev_per_a": [[-4.44, 0.64, 1.34], [-1.26, 0.87, 1.17], [-1.03, -0.01, 0.39], [1.18, -1.50, 1.78], [-0.82, -1.27, 2.51], [1.23, 2.20, -3.66], [1.23, 0.15, -0.14], [-0.49, 0.35, -0.12], [-1.00, 0.41, -0.23], [2.54, -0.22, -2.24], [1.51, -0.02, 0.13], [0.52, -0.13, 0.16], [0.81, -0.92, -0.99], [-0.89, 0.19, -0.62], [0.13, 0.45, 0.40], [0.78, -1.20, 0.11]]
}

---

What is the formula in the third record? C5H12O